(1)
15
Properties=species:S:1:pos:R:3:nbo_charge:R:1 method="wB97M-V/def2-TZVPD" homo_lumo_gap_ev=10.68
O 0.514 0.728 -2.211 -0.95
H 0.669 1.682 -2.399 0.48
H 1.281 0.335 -2.613 0.49
O 2.029 -2.622 0.797 -0.97
H 1.103 -2.418 1.172 0.49
H 2.592 -1.805 0.708 0.48
O -0.163 -0.150 0.280 -0.96
H -1.002 -0.103 0.045 0.47
H 0.210 0.397 -0.408 0.49
O 0.506 0.518 2.785 -0.96
H 0.392 0.114 2.003 0.48
H 0.276 1.498 2.775 0.47
O -2.929 0.667 -0.697 -0.99
H -2.426 1.375 -1.137 0.49
H -3.045 -0.220 -1.097 0.50


(2)
15
Properties=species:S:1:pos:R:3:nbo_charge:R:1 method="wB97M-V/def2-TZVPD" homo_lumo_gap_ev=8.11
H 0.080 -0.226 -2.040 0.54
H -0.958 -1.495 -2.033 0.49
H -1.021 1.533 -1.400 0.50
H -2.364 -0.136 -1.492 0.36
H -2.019 1.496 0.616 0.49
H -0.326 0.083 1.307 0.56
H 1.344 -1.383 1.546 0.51
H 0.481 -1.421 0.071 0.54
H 0.871 0.036 3.093 0.40
H 1.522 1.110 1.163 0.48
O -0.001 -1.285 -1.507 -0.99
O -1.395 1.186 -2.363 -0.86
O -0.789 1.003 0.659 -1.13
O 0.377 -1.462 1.182 -1.00
O 2.107 0.609 1.926 -0.87


Quick one: most stable of them? (1)


(1)
15
Properties=species:S:1:pos:R:3:nbo_charge:R:1 method="wB97M-V/def2-TZVPD" homo_lumo_gap_ev=12.23
O 1.805 -0.938 -1.414 -0.98
H 2.421 -1.404 -0.840 0.47
H 0.948 -1.394 -1.256 0.51
O -0.576 -1.960 -0.516 -1.00
H -1.277 -2.165 -1.143 0.48
H -1.036 -1.543 0.257 0.51
O -1.874 -0.574 1.455 -0.99
H -1.592 -0.818 2.342 0.48
H -1.479 0.315 1.285 0.51
O -0.866 1.903 0.947 -0.98
H -1.485 2.361 0.369 0.48
H -0.037 1.838 0.420 0.51
O 1.344 1.656 -0.636 -0.99
H 2.201 2.004 -0.362 0.48
H 1.504 0.722 -0.908 0.51


(2)
15
Properties=species:S:1:pos:R:3:nbo_charge:R:1 method="wB97M-V/def2-TZVPD" homo_lumo_gap_ev=11.76
O 1.430 3.198 2.504 -0.94
H 1.506 4.124 2.273 0.47
H 1.189 3.201 3.430 0.47
O -0.340 -1.278 0.262 -0.94
H -1.150 -0.936 -0.116 0.47
H 0.108 -0.505 0.607 0.47
O 2.222 2.933 -2.428 -0.93
H 1.405 3.102 -2.896 0.47
H 1.994 3.030 -1.504 0.47
O -5.159 -0.459 -0.794 -0.94
H -5.024 -1.193 -1.393 0.47
H -6.029 -0.608 -0.424 0.47
O 2.610 -5.166 0.414 -0.94
H 2.977 -5.160 -0.471 0.47
H 2.261 -4.284 0.535 0.47


(3)
15
Properties=species:S:1:pos:R:3:nbo_charge:R:1 method="wB97M-V/def2-TZVPD" homo_lumo_gap_ev=11.15
O 0.633 -0.245 2.431 -0.98
H 0.742 -0.074 3.463 0.50
H 0.841 -1.114 2.122 0.49
O 0.855 -0.031 -3.052 -0.96
H 0.915 0.808 -2.521 0.48
H 1.590 -0.608 -3.026 0.48
O -4.856 -7.304 -0.138 -0.94
H -4.812 -7.452 0.848 0.47
H -5.792 -7.099 -0.275 0.47
O 2.639 5.276 0.285 -0.93
H 2.086 5.291 1.143 0.46
H 2.419 4.316 0.228 0.48
O 0.867 2.556 0.197 -0.97
H 0.406 2.125 -0.685 0.47
H 0.505 1.798 0.919 0.50


(4)
15
Properties=species:S:1:pos:R:3:nbo_charge:R:1 method="wB97M-V/def2-TZVPD" homo_lumo_gap_ev=9.06
O 1.671 0.287 -0.946 -0.97
H 1.285 1.090 -0.595 0.45
H 1.430 -0.391 -0.316 0.44
O 0.382 2.135 -0.935 -0.95
H 0.749 2.930 -0.548 0.45
H -0.162 1.760 -0.243 0.42
O -0.690 -0.938 -0.326 -0.94
H -0.711 0.009 -0.191 0.47
H -1.589 -1.223 -0.164 0.46
O -0.087 -3.683 0.342 -0.94
H -0.581 -2.864 0.295 0.47
H 0.774 -3.425 0.671 0.47
O -0.626 1.449 0.649 -0.84
H -1.531 1.168 0.789 0.51
H -0.314 1.696 1.520 0.52


Quick one: most stable of them? (1)


(1)
15
Properties=species:S:1:pos:R:3:nbo_charge:R:1 method="wB97M-V/def2-TZVPD" homo_lumo_gap_ev=10.74
O -2.260 -0.765 -0.481 -0.96
H -2.701 -0.079 -1.031 0.48
H -2.980 -1.000 0.170 0.49
O -0.706 2.660 -0.763 -0.97
H -1.572 2.308 -1.058 0.46
H -0.193 1.920 -0.274 0.51
O 1.274 1.153 2.392 -0.98
H 1.003 0.587 1.623 0.49
H 1.797 1.859 2.016 0.46
O 0.372 0.049 0.014 -1.00
H -0.397 -0.473 -0.180 0.50
H 0.820 -0.761 -0.213 0.50
O 1.562 -2.407 -0.567 -0.96
H 1.578 -2.581 -1.505 0.49
H 2.403 -2.472 -0.143 0.49


(2)
15
Properties=species:S:1:pos:R:3:nbo_charge:R:1 method="wB97M-V/def2-TZVPD" homo_lumo_gap_ev=10.59
O 16.318 19.827 -8.930 -0.96
H 16.271 20.661 -8.413 0.48
H 16.397 20.218 -9.801 0.46
O 14.820 22.690 -4.662 -0.92
H 15.252 22.129 -3.932 0.45
H 15.495 22.611 -5.321 0.47
O 16.482 22.218 -7.360 -0.99
H 17.011 21.869 -6.601 0.51
H 16.981 22.939 -7.729 0.48
O 17.193 21.117 -4.992 -0.96
H 16.543 20.681 -4.441 0.49
H 17.926 20.503 -5.024 0.49
O 13.932 22.278 -9.049 -0.94
H 14.639 22.724 -8.557 0.47
H 13.145 22.395 -8.508 0.47


Quick one: most stable of them? (2)


(1)
15
Properties=species:S:1:pos:R:3:nbo_charge:R:1 method="wB97M-V/def2-TZVPD" homo_lumo_gap_ev=10.24
O -2.255 -2.243 0.158 -0.92
H -1.618 -2.315 -0.552 0.45
H -2.883 -2.945 -0.011 0.47
O -0.716 -0.764 -1.938 -0.93
H -0.621 -1.716 -1.902 0.46
H 0.036 -0.467 -2.450 0.48
O 0.498 0.351 0.466 -0.97
H -0.133 0.117 -0.215 0.51
H 1.177 -0.321 0.404 0.48
O -0.031 1.447 2.742 -0.96
H -0.747 0.816 2.811 0.46
H 0.436 1.194 1.946 0.48
O 2.578 2.539 -0.461 -0.94
H 2.212 2.142 -1.251 0.46
H 2.066 2.164 0.255 0.48


(2)
15
Properties=species:S:1:pos:R:3:nbo_charge:R:1 method="wB97M-V/def2-TZVPD" homo_lumo_gap_ev=12.19
O -0.362 0.550 2.248 -0.99
H -0.211 0.553 3.199 0.47
H -0.160 -0.387 2.038 0.50
O -0.044 -2.067 1.002 -0.98
H 0.492 -2.852 1.125 0.48
H -0.043 -1.885 0.051 0.50
O -0.203 -1.401 -1.884 -0.98
H -1.144 -1.327 -2.099 0.48
H 0.061 -0.495 -1.624 0.49
O 1.134 1.064 -1.581 -1.06
H 1.240 0.585 -2.391 0.51
H 0.504 1.672 -1.148 0.53
O -0.671 2.143 0.026 -0.93
H -0.245 2.584 0.776 0.49
H -0.347 1.263 0.263 0.49


(3)
15
Properties=species:S:1:pos:R:3:nbo_charge:R:1 method="wB97M-V/def2-TZVPD" homo_lumo_gap_ev=8.98
H 0.222 1.841 0.742 0.46
H 1.043 1.445 1.958 0.44
H 2.935 -1.422 -2.307 0.49
H 2.199 -0.870 -1.097 0.46
H 0.038 -1.399 -0.904 0.46
H 1.285 -1.836 -0.152 0.47
H -2.941 -2.480 -0.338 0.47
H -2.285 -1.165 -0.729 0.46
H -1.337 3.126 0.893 0.46
H -0.551 4.341 1.358 0.46
O 0.256 1.938 1.701 -0.91
O 2.425 -1.697 -1.537 -0.94
O 0.322 -1.868 -0.111 -0.93
O -2.634 -1.982 -1.104 -0.94
O -0.446 3.412 1.123 -0.91


Quick one: most stable of them? (2)